No. 1
43
Properties=species:S:1:pos:R:3:forces:R:3:nbo_charge:R:1 method="wB97M-V/def2-TZVPD" e_tot_ev=-45118.2519 homo_energy_ev=-8.0 smiles="Fc1ccc(NC(=S)N2CCN(c3cccc(C(F)(F)F)c3)CC2)cc1" gap_ha=0.30957
F -8.04698 -1.58357 -0.58055 0.0 0.0 0.0 -0.325
C -6.74923 -1.32615 -0.31282 0.2 0.0 0.1 0.377
C -6.04651 -2.19496 0.50240 -0.3 0.1 -0.2 -0.271
C -4.72021 -1.92452 0.77362 0.2 0.3 -0.1 -0.217
C -4.09955 -0.79563 0.23914 -0.6 -0.1 -0.1 0.141
N -2.74439 -0.60433 0.51624 0.8 -0.3 0.1 -0.605
C -2.05707 0.57410 0.62954 -0.1 0.1 0.3 0.299
S -2.80074 2.04835 0.68818 -0.3 0.5 0.0 -0.234
N -0.70941 0.44171 0.77858 -0.2 -0.2 0.0 -0.437
C 0.11014 1.60211 1.05805 0.2 0.6 0.0 -0.244
C 0.77843 2.12332 -0.22238 -0.2 0.1 0.4 -0.222
N 1.56941 1.06757 -0.82321 -0.3 0.1 -0.4 -0.428
C 2.90123 0.91504 -0.49281 0.5 -0.2 0.0 0.187
C 3.73904 2.03743 -0.39389 0.0 0.0 0.1 -0.236
C 5.08328 1.91122 -0.12026 0.0 0.0 0.0 -0.187
C 5.66255 0.66442 0.06056 -0.1 -0.3 0.0 -0.242
C 4.84887 -0.45017 -0.04862 0.2 0.1 0.0 -0.055
C 5.39591 -1.83504 0.13447 0.0 -0.4 0.0 0.964
F 6.69759 -1.86780 0.43900 0.2 0.2 0.0 -0.319
F 4.75822 -2.50384 1.11934 -0.1 0.1 0.1 -0.331
F 5.24344 -2.59310 -0.97063 -0.1 0.1 -0.2 -0.328
C 3.49253 -0.34001 -0.31730 0.0 0.1 0.0 -0.288
C 0.73626 -0.07644 -1.10606 -0.1 -0.3 0.2 -0.224
C 0.06177 -0.62377 0.16822 0.2 -0.3 -0.3 -0.235
C -4.82218 0.05069 -0.59778 0.1 -0.1 0.0 -0.210
C -6.15145 -0.21045 -0.86893 -0.2 -0.2 0.1 -0.254
H -6.53587 -3.06252 0.91520 -0.1 -0.1 0.0 0.231
H -4.15875 -2.59387 1.41026 0.1 -0.1 0.1 0.208
H -2.29958 -1.41242 0.93280 0.0 0.2 -0.1 0.395
H 0.88210 1.30397 1.77587 0.0 0.0 0.0 0.199
H -0.51941 2.37580 1.49757 0.2 -0.1 0.0 0.257
H 0.00484 2.43085 -0.93229 0.0 0.1 0.1 0.214
H 1.39349 2.98594 0.01905 0.0 0.0 -0.1 0.216
H 3.33450 3.02333 -0.55867 0.0 0.1 0.0 0.214
H 5.69646 2.79668 -0.05449 0.0 0.1 0.0 0.218
H 6.71327 0.56115 0.27542 0.1 0.0 0.0 0.230
H 2.91641 -1.24949 -0.37474 -0.1 0.0 0.0 0.220
H -0.05156 0.25654 -1.79193 0.0 -0.1 0.0 0.208
H 1.31193 -0.85313 -1.60733 0.0 0.0 0.0 0.218
H 0.82216 -0.95466 0.88371 -0.1 -0.1 -0.1 0.207
H -0.56868 -1.47038 -0.10023 0.1 0.0 0.1 0.213
H -4.34946 0.91463 -1.03241 0.0 0.0 0.0 0.245
H -6.72278 0.44142 -1.50989 -0.1 0.1 -0.1 0.230



No. 2
48
Properties=species:S:1:pos:R:3:forces:R:3:nbo_charge:R:1 method="wB97M-V/def2-TZVPD" e_tot_ev=-46791.4272 homo_energy_ev=-9.6 smiles="Cc1nnn(Cc2cc(C(F)(F)F)ccc2/C=C/C(=O)N2CCOC[C@@H]2C(F)(F)F)n1" gap_ha=0.34190
C 3.42726 4.33985 1.10513 1.6 -0.1 0.8 -0.655
C 2.95931 2.96036 1.41132 -1.6 1.1 0.5 0.289
N 1.71593 2.69147 1.95240 0.6 0.9 0.2 -0.275
N 1.61782 1.41109 2.03830 0.2 -0.2 -0.5 -0.038
N 2.73546 0.92847 1.55137 1.1 -0.3 -0.1 -0.010
C 2.93630 -0.46616 1.14210 -0.7 0.1 -0.7 -0.243
C 2.06818 -1.45254 1.85433 -0.3 -0.3 1.8 -0.045
C 2.41374 -1.76589 3.20154 0.3 -0.6 -0.8 -0.095
C 1.71902 -2.75616 3.89187 -0.8 1.3 -0.7 -0.169
C 2.14934 -3.24749 5.23943 -0.6 0.2 0.5 0.974
F 2.56177 -4.51562 5.10248 0.3 -0.2 0.4 -0.317
F 1.12320 -3.25662 6.13854 0.3 -0.1 -0.5 -0.330
F 3.11968 -2.52550 5.82830 0.0 -0.3 -0.5 -0.316
C 0.52902 -3.27014 3.32915 0.6 -0.2 -0.1 -0.160
C 0.16253 -2.96150 2.02378 0.8 -0.4 1.0 -0.182
C 0.95906 -2.07958 1.28907 0.0 0.6 -0.3 -0.053
C 0.49159 -1.74916 -0.06338 -1.6 2.8 -1.6 -0.110
C 0.06794 -0.47468 -0.41105 0.8 -1.5 1.0 -0.295
C -0.59904 -0.10025 -1.69578 -0.7 -1.4 -1.1 0.650
O -0.79099 -1.01029 -2.49456 0.3 0.4 -0.2 -0.616
N -1.08233 1.17084 -1.98967 1.2 1.1 1.7 -0.434
C -1.59188 1.55050 -3.31497 -1.1 0.8 0.6 -0.249
C -3.09073 1.92312 -3.10999 1.2 0.2 0.0 -0.074
O -3.19542 3.03550 -2.20594 0.3 -0.4 0.0 -0.524
C -2.68886 2.70034 -0.90132 -1.3 0.3 -0.7 -0.085
C -1.25908 2.20088 -0.91306 -0.4 0.4 -1.2 -0.155
C -0.29068 3.41366 -0.90394 -0.3 -0.8 -0.5 0.971
F -0.52804 4.27644 -1.93665 0.7 -0.7 0.9 -0.323
F 0.95850 2.91524 -0.93349 0.3 0.5 -0.8 -0.328
F -0.36752 4.10814 0.24321 -0.5 0.0 -0.5 -0.314
N 3.61038 1.87479 1.14949 -0.2 -1.5 0.0 -0.267
H 3.62341 4.42308 0.04483 0.1 0.1 -0.3 0.236
H 4.40659 4.54139 1.64715 -1.2 -0.2 -0.7 0.233
H 2.72396 5.10223 1.40161 -0.3 0.0 0.1 0.242
H 2.75082 -0.47169 0.07106 -0.1 -0.2 -0.1 0.234
H 3.95865 -0.75571 1.25757 0.8 0.3 0.4 0.234
H 3.31081 -1.30427 3.63381 -0.4 -0.2 -0.1 0.224
H -0.06736 -3.95417 3.92076 0.0 0.0 -0.1 0.231
H -0.69079 -3.46331 1.58280 0.0 0.3 0.0 0.229
H 0.32100 -2.53972 -0.78038 0.0 -0.2 -0.1 0.237
H 0.19949 0.27953 0.33350 0.1 0.4 0.4 0.207
H -1.54598 0.76244 -4.02097 0.2 -1.3 -0.2 0.243
H -1.01176 2.36013 -3.80778 -0.3 -0.1 0.8 0.211
H -3.62069 1.03284 -2.73452 0.1 0.2 0.1 0.173
H -3.51677 2.19047 -4.07584 -0.2 0.4 0.2 0.200
H -2.78269 3.57911 -0.24844 0.1 0.0 -0.4 0.216
H -3.38710 1.96526 -0.49166 0.3 -0.4 0.2 0.183
H -1.11252 1.78376 0.04902 0.3 -0.8 0.9 0.243



No. 3
41
Properties=species:S:1:pos:R:3:forces:R:3:nbo_charge:R:1 method="wB97M-V/def2-TZVPD" e_tot_ev=-30767.1957 homo_energy_ev=-8.0 smiles="COc1ccccc1CNC(=O)[C@@H]1CC(c2ccccc2F)=NO1" gap_ha=0.29362
C 5.10657 0.39679 2.98925 0.4 -1.5 -0.2 -0.311
O 3.68762 -0.06051 2.54614 6.6 0.8 -1.4 -0.504
C 2.80872 0.28582 3.40438 -0.4 0.0 2.4 0.345
C 3.12022 0.83240 4.57799 -5.3 3.0 4.6 -0.358
C 1.93802 1.30655 5.47593 1.7 0.8 -0.1 -0.199
C 0.69978 1.07295 5.06193 -4.4 -5.4 -2.1 -0.276
C 0.44680 0.11504 3.86476 -1.0 2.8 1.3 -0.158
C 1.54719 -0.14289 3.09385 -3.8 -0.7 -2.3 -0.111
C 1.34181 -0.74459 1.65178 1.4 0.4 1.6 -0.270
N 0.20106 -0.05802 1.05442 6.6 5.1 -0.2 -0.625
C -0.85863 -0.67584 0.72933 -1.4 9.9 -5.1 0.685
O -1.06604 -1.76379 0.78362 -3.1 -11.3 1.4 -0.576
C -1.84480 0.40294 -0.18927 5.5 -5.3 -4.0 -0.023
C -2.50103 -0.22749 -1.25550 -1.2 -7.2 -3.8 -0.481
C -1.79308 0.29471 -2.65048 -1.2 0.8 8.7 0.200
C -2.21976 -0.06461 -3.85380 -5.8 -7.6 1.6 -0.209
C -1.53553 0.13461 -4.85913 10.0 10.9 -6.8 -0.164
C -1.71821 0.21402 -6.18252 -1.8 -5.9 -6.8 -0.210
C -2.74628 -0.86225 -6.50653 2.8 3.7 -1.3 -0.132
C -3.43115 -1.33346 -5.40788 -1.0 -2.9 -8.7 -0.365
C -3.09612 -1.20091 -4.20945 2.6 6.2 5.7 0.457
F -3.89254 -1.63083 -3.33996 -2.7 -2.6 4.0 -0.289
N -1.01163 1.23669 -2.26495 -0.9 -1.8 -2.3 -0.049
O -1.09112 1.26369 -0.96014 4.1 5.3 4.5 -0.369
H 5.72402 -0.04910 2.09189 -0.9 0.9 2.2 0.220
H 5.35750 -0.10702 4.12731 -0.7 1.3 -3.6 0.216
H 5.27240 1.56072 3.04688 -0.9 -2.3 -0.2 0.213
H 3.90099 1.25261 5.08559 2.9 0.4 -0.1 0.230
H 1.91473 1.99360 6.43377 1.2 -1.7 -1.9 0.228
H -0.26566 0.92233 5.64506 1.5 1.7 0.0 0.218
H -0.75118 -0.05935 3.56526 3.8 0.1 0.7 0.227
H 2.39354 -0.79198 1.12489 -2.7 0.4 0.4 0.240
H 1.00429 -1.73237 1.85695 -0.1 -1.1 -0.3 0.232
H 0.50049 0.89531 0.57544 -1.6 -2.7 1.4 0.431
H -2.34626 0.80506 0.48911 -4.5 4.4 5.4 0.179
H -2.47993 -1.51096 -1.16351 0.8 3.2 -0.3 0.233
H -3.54781 -0.27725 -1.26090 -1.7 1.0 -0.4 0.237
H -0.75361 1.10958 -4.75236 -1.1 -2.7 0.8 0.199
H -0.94901 0.53286 -7.15752 -2.3 -0.6 3.6 0.242
H -2.97195 -1.24188 -7.54415 0.1 0.7 1.3 0.217
H -4.09441 -2.09317 -5.71751 -1.3 -0.8 0.4 0.229



No. 4
41
Properties=species:S:1:pos:R:3:forces:R:3:nbo_charge:R:1 method="wB97M-V/def2-TZVPD" e_tot_ev=-31056.3327 charge=+2 homo_energy_ev="-14.7 / -14.7" gap_ha="0.21746 / 0.21735"
Rh -0.37600 0.77110 0.65823 0.7 -0.4 -0.9 1.303
C -2.58475 -2.89947 -5.74748 0.0 -0.2 -0.1 -0.268
O -2.07848 -1.80372 -4.96629 0.0 0.0 0.1 -0.433
C -1.81259 -1.97507 -3.68836 -0.1 0.0 0.0 0.437
C -1.98014 -3.19581 -2.99556 0.0 -0.1 0.0 -0.309
C -1.70800 -3.24618 -1.66244 -0.1 -0.1 -0.1 -0.084
C -1.25760 -2.11513 -0.94464 0.1 0.2 0.4 -0.252
C -1.07146 -2.14539 0.44729 0.1 -0.3 -0.4 0.575
C -1.28590 -3.39704 1.24433 0.1 0.1 0.2 -0.694
O -0.69430 -1.14624 1.14873 0.0 1.1 0.8 -0.579
C -1.02511 -0.91516 -1.66814 0.1 -0.5 -0.3 0.369
O -0.47446 0.17255 -1.12936 -0.4 0.7 0.4 -0.597
C -1.33125 -0.85425 -3.00730 0.2 0.4 -0.1 -0.314
H -2.72288 -2.50563 -6.74728 0.0 0.0 0.0 0.232
H -3.53972 -3.24773 -5.35558 0.0 0.1 0.0 0.198
H -1.87013 -3.72131 -5.77468 0.1 0.0 0.0 0.198
H -2.32913 -4.07980 -3.50587 0.0 0.0 0.0 0.254
H -1.84570 -4.18650 -1.14891 0.0 0.0 0.0 0.237
H -2.18314 -3.92353 0.93097 0.0 0.0 0.0 0.260
H -1.36458 -3.14697 2.29873 0.0 0.0 0.0 0.259
H -0.42630 -4.05726 1.11011 0.0 0.0 0.0 0.270
H -1.16149 0.07125 -3.54006 0.0 0.0 -0.1 0.258
N -0.81508 2.21294 2.22354 0.2 -0.8 0.1 -0.831
C 0.38325 2.97065 2.53770 -0.3 0.2 0.1 0.149
C 0.39873 4.13756 3.23964 0.0 0.1 0.2 -0.178
C 1.63409 4.73668 3.57391 0.0 0.0 0.0 -0.168
C 2.81248 4.15691 3.19518 0.0 0.0 0.0 -0.136
C 2.80740 2.97120 2.42090 0.1 0.0 0.0 -0.081
C 3.96989 2.32707 1.94220 0.0 0.0 0.0 -0.033
C 3.86613 1.19738 1.17027 0.0 0.0 0.0 -0.252
C 2.59820 0.70718 0.84352 0.1 -0.1 0.0 0.113
N 1.49912 1.29171 1.28691 -0.9 -0.5 -0.2 -0.412
C 1.56935 2.40024 2.08690 0.3 -0.1 -0.1 0.118
H -1.64145 2.80550 2.17246 0.0 -0.1 -0.2 0.435
H -0.98854 1.53047 2.96565 -0.1 0.3 0.2 0.429
H -0.52773 4.59608 3.56570 0.0 0.0 0.0 0.248
H 1.63791 5.64900 4.15339 0.0 0.0 0.0 0.259
H 3.76058 4.59718 3.47490 0.0 0.0 0.0 0.253
H 4.94261 2.73792 2.18321 0.0 0.0 0.0 0.256
H 4.73972 0.68235 0.79880 0.0 0.0 0.0 0.268
H 2.47645 -0.16072 0.20875 0.0 0.0 0.0 0.242